(1)
17
Properties=species:S:1:pos:R:3:lowdin_charge:R:1 method="wB97M-V/def2-TZVPD" gap_ev=8.30 e_lumo_ev=0.87 de_lowest_kcal_mol=204.5 molar_mass_g_mol=94.2 e_tot_ev=-7412.165
C -1.950 0.133 -0.428 -0.101
C -2.106 1.408 -0.719 -0.045
C 0.308 -0.650 -0.015 -0.211
C 0.638 -1.626 -0.811 -0.017
C 1.866 -0.410 0.293 -0.102
C 1.491 0.874 0.808 -0.137
C 0.741 -0.262 1.244 -0.195
H -1.901 -0.492 -1.284 0.057
H -2.111 -0.193 0.567 0.067
H -2.222 1.748 -1.721 0.046
H -2.435 2.044 0.070 0.044
H 0.002 -2.469 -0.668 0.057
H 1.052 -1.540 -1.786 0.070
H 2.796 -0.852 0.530 0.135
H 1.030 1.520 0.086 0.103
H 2.099 1.307 1.569 0.099
H 0.703 -0.540 2.264 0.131

=====

(2)
15
Properties=species:S:1:pos:R:3:lowdin_charge:R:1 method="wB97M-V/def2-TZVPD" gap_ev=7.37 e_lumo_ev=4.64 charge=-1 de_lowest_kcal_mol=28.7 molar_mass_g_mol=76.1 e_tot_ev=-6809.532
C 0.116 -0.311 1.558 -0.166
C -0.627 -1.465 0.824 -0.363
N -0.179 -1.677 -0.580 -0.066
H 0.169 0.596 0.815 0.037
H -0.499 0.005 2.429 0.040
H 1.123 -0.709 1.811 0.046
H -0.477 -2.407 1.368 0.073
H -1.700 -1.231 0.675 0.084
H 0.660 -2.269 -0.687 0.035
H -0.023 -0.770 -1.026 -0.006
C 0.510 2.247 -1.055 -0.361
O 0.002 0.960 -0.741 -0.457
H 1.568 2.497 -0.717 0.034
H 0.457 2.438 -2.154 0.032
H -0.033 3.079 -0.489 0.037

=====

(3)
93
Properties=species:S:1:pos:R:3:lowdin_charge:R:1 method="wB97M-V/def2-TZVPD" gap_ev=6.31 e_lumo_ev=1.84 charge=-1 molar_mass_g_mol=1083.1 e_tot_ev=-206031.964
Ti 1.495 -0.540 -0.891 0.422
S 2.963 3.018 -0.599 0.297
P 1.139 2.657 0.029 0.421
C 0.689 0.964 0.209 -0.630
P 0.318 0.146 1.674 0.487
S 0.679 -1.756 1.153 0.423
C 1.260 0.601 3.159 -0.308
C 0.782 1.474 4.134 -0.112
C 1.562 1.789 5.235 -0.084
C 2.833 1.248 5.363 -0.083
C 3.316 0.380 4.395 -0.068
C 2.530 0.048 3.303 -0.100
C -1.447 0.209 2.132 -0.322
C -1.916 -0.017 3.423 -0.086
C -3.278 -0.101 3.671 -0.082
C -4.187 0.024 2.631 -0.089
C -3.727 0.212 1.335 -0.075
C -2.366 0.297 1.090 -0.108
C -0.082 3.500 -1.044 -0.344
C 0.332 4.579 -1.816 -0.103
C -0.579 5.273 -2.594 -0.081
C -1.914 4.898 -2.613 -0.092
C -2.334 3.819 -1.851 -0.087
C -1.418 3.124 -1.075 -0.109
C 0.831 3.553 1.606 -0.324
C 1.897 4.075 2.324 -0.104
C 1.671 4.829 3.466 -0.088
C 0.376 5.079 3.895 -0.098
C -0.697 4.561 3.181 -0.091
C -0.468 3.799 2.047 -0.093
H -0.201 1.915 4.040 0.092
H 1.177 2.471 5.983 0.104
H 3.447 1.502 6.218 0.100
H 4.306 -0.047 4.487 0.106
H 2.905 -0.639 2.554 0.038
H -1.222 -0.143 4.245 0.102
H -3.628 -0.273 4.681 0.101
H -5.250 -0.043 2.827 0.099
H -4.425 0.278 0.509 0.106
H -2.000 0.385 0.074 0.083
H 1.380 4.850 -1.814 0.067
H -0.241 6.107 -3.198 0.100
H -2.623 5.440 -3.228 0.097
H -3.370 3.505 -1.868 0.103
H -1.745 2.270 -0.500 0.069
H 2.904 3.894 1.968 0.066
H 2.513 5.227 4.019 0.103
H 0.203 5.680 4.780 0.098
H -1.713 4.753 3.504 0.102
H -1.317 3.411 1.496 0.098
S 7.767 -3.926 -2.194 0.455
C 6.318 -3.244 -1.774 -1.527
S 6.175 -1.756 -0.921 0.900
C 4.431 -1.700 -0.827 -1.080
C 3.771 -2.731 -1.408 -1.115
S 2.046 -2.948 -1.451 0.575
S 4.788 -3.934 -2.164 0.900
S 3.672 -0.364 0.006 0.610
F -2.863 -0.284 -4.554 0.139
C -1.868 0.313 -3.900 -0.645
F -1.477 1.369 -4.599 0.148
F -2.323 0.707 -2.715 0.139
S -0.460 -0.921 -3.669 0.632
O -0.197 -0.856 -2.230 -0.424
O -0.973 -2.139 -4.188 -0.244
N 0.770 -0.388 -4.493 -0.260
S 1.660 0.644 -3.687 0.636
O 0.956 1.783 -3.190 -0.256
O 2.511 -0.051 -2.718 -0.407
C 2.819 1.281 -4.984 -0.670
F 3.476 2.303 -4.451 0.160
F 2.121 1.703 -6.034 0.152
F 3.680 0.352 -5.371 0.167
C -1.069 -4.774 -2.144 -0.166
C -2.209 -5.821 -2.039 -0.158
N -2.844 -5.752 -0.719 -0.169
C -3.389 -4.404 -0.531 -0.161
C -2.264 -3.344 -0.658 -0.163
N -0.986 -4.004 -0.905 -0.180
C -0.698 -4.921 0.197 -0.185
C -1.819 -5.988 0.302 -0.163
H -1.236 -4.083 -2.968 0.088
H -0.099 -5.249 -2.308 0.108
H -1.835 -6.838 -2.184 0.108
H -2.980 -5.645 -2.794 0.109
H -3.864 -4.365 0.454 0.109
H -4.172 -4.247 -1.278 0.108
H -2.167 -2.744 0.252 0.095
H -2.457 -2.656 -1.484 0.108
H -0.621 -4.341 1.116 0.076
H 0.280 -5.371 0.013 0.108
H -2.304 -5.958 1.282 0.108
H -1.426 -6.999 0.162 0.108

=====

(4)
16
Properties=species:S:1:pos:R:3:lowdin_charge:R:1 method="wB97M-V/def2-TZVPD" gap_ev=10.28 e_lumo_ev=0.91 de_lowest_kcal_mol=21.7 smiles="C[C@H]1CN(C)C1=O" molar_mass_g_mol=99.1 e_tot_ev=-8868.274
C 2.209 -0.283 0.225 -0.061
C 1.034 0.513 -0.314 -0.236
C -0.089 -0.256 -1.063 -0.097
N -1.025 0.250 -0.062 -0.093
C -2.350 -0.165 0.318 -0.032
C -0.064 0.840 0.711 -0.449
O -0.115 1.345 1.808 0.083
H 1.868 -1.180 0.755 0.086
H 2.781 0.324 0.933 0.083
H 2.880 -0.596 -0.581 0.077
H 1.369 1.404 -0.854 0.143
H -0.300 0.060 -2.090 0.114
H 0.025 -1.348 -1.029 0.120
H -2.392 -0.201 1.411 0.092
H -3.119 0.528 -0.039 0.084
H -2.558 -1.162 -0.081 0.087